A molecular structure, C35H29BrFN8O2W in a non-equilibrium geometry, computed with ωB97M-V/def2-TZVPD.

Last column: Löwdin charge in e.
CARTESIAN COORDINATES (ANGSTROEM)
1 W 0.501 -0.016 0.154  1.91
2 Br -1.068 2.440 2.487  0.96
3 F -3.638 -1.073 -5.340  0.07
4 O -1.602 3.552 -0.984  0.12
5 O 3.629 2.741 1.350  0.14
6 N -0.336 1.647 -0.926  0.00
7 N 2.435 -1.425 0.323  -0.08
8 N 1.543 0.074 2.256  -0.03
9 N -3.006 0.384 -1.131  0.12
10 N 5.735 -1.454 -1.133  0.18
11 N 4.669 -3.091 0.139  0.17
12 N -1.112 -0.342 1.281  -0.16
13 N 1.923 1.586 0.237  -0.01
14 C 2.925 0.466 4.678  0.03
15 C -4.217 -0.133 -0.961  -0.12
16 C 2.771 3.425 -1.194  0.06
17 C -2.861 1.614 -0.650  -0.22
18 C -1.642 -1.585 1.284  -0.08
19 C -1.750 -0.103 -4.259  0.01
20 C -3.947 2.397 -0.062  0.03
21 C 1.484 3.941 -3.172  -0.03
22 C -2.261 0.129 3.396  -0.07
23 C 2.566 -2.609 0.991  -0.13
24 C -2.702 -1.106 -4.297  -0.21
25 C 0.662 2.387 -1.601  -0.27
26 C 3.541 -1.054 -0.366  -0.05
27 C -2.545 -2.226 -3.535  0.00
28 C 2.705 1.951 1.301  -0.43
29 C -3.226 -3.362 2.092  0.00
30 C 2.581 4.185 -2.441  0.02
31 C -5.128 1.733 0.269  -0.01
32 C -2.515 -2.017 2.256  -0.18
33 C 0.415 3.161 -2.705  0.02
34 C 3.622 -3.456 0.885  -0.06
35 C -5.271 0.435 -0.253  -0.01
36 C 2.391 1.079 2.473  -0.19
37 C -1.344 -2.392 -2.793  0.00
38 C 1.846 -0.446 4.548  0.02
39 C -0.476 -1.258 -2.615  -0.29
40 C -1.482 0.544 2.295  -0.58
41 C 3.146 1.327 3.645  0.07
42 C 1.806 2.511 -0.867  -0.21
43 C 0.691 -1.261 -1.621  -0.18
44 C -2.827 -1.111 3.322  0.07
45 C -1.534 2.337 -0.736  -0.44
46 C -0.654 -0.165 -3.432  -0.07
47 C 1.347 -0.774 3.296  -0.12
48 C 4.672 -1.876 -0.440  -0.34
49 H 1.709 -2.832 1.577  0.09
50 H -1.941 0.745 -4.945  0.15
51 H 1.485 -0.766 -2.189  0.09
52 H 3.534 -0.131 -0.955  0.12
53 H -3.781 3.440 0.262  0.13
54 H 3.710 3.514 -0.568  0.14
55 H 1.540 4.321 -4.190  0.14
56 H -1.525 -2.130 0.367  0.13
57 H -4.342 -1.089 -1.471  0.11
58 H -1.011 -3.375 -2.458  0.12
59 H 6.591 -2.009 -1.134  0.15
60 H 3.440 4.778 -2.752  0.13
61 H -4.088 -3.400 2.742  0.09
62 H -3.512 -1.456 4.125  0.16
63 H -0.543 3.091 -3.187  0.14
64 H 0.020 0.691 -3.485  0.11
65 H 3.648 -4.462 1.356  0.15
66 H -6.174 -0.036 -0.044  0.10
67 H -2.236 0.816 4.224  0.11
68 H -3.154 -3.132 -3.644  0.14
69 H -5.899 2.176 0.871  0.12
70 H -3.711 -3.451 1.092  0.11
71 H -2.501 -4.180 2.190  0.11
72 H 1.476 -1.041 5.406  0.14
73 H 0.628 -1.597 3.097  0.12
74 H 5.771 -0.521 -1.535  0.13
75 H 1.004 -2.263 -1.419  0.07
76 H 3.543 0.424 5.537  0.13
77 H 3.861 2.165 3.686  0.16

Properties
Total energy, eV: -127336.5971
Total charge: +3
2S+1: 1
Orbital gap (alpha / beta), eV: 4.15 / 4.16

A molecular structure, C35H29CrF5GeO2S4 in a non-equilibrium geometry, computed with ωB97M-V/def2-TZVPD.

Last column: Mulliken spin population.
CARTESIAN COORDINATES (ANGSTROEM)
1 Ge 2.302 -0.757 0.516  -0.06
2 Cr 0.481 0.951 -0.170  1.32
3 S 0.820 0.610 -3.472  0.00
4 S -0.751 2.949 -0.364  -0.04
5 S -2.422 -0.748 -0.372  0.00
6 S 3.201 2.900 0.005  -0.04
7 F -1.470 4.017 5.395  0.00
8 F -2.243 5.230 0.933  0.00
9 F -2.580 5.671 3.558  0.00
10 F 0.376 1.443 1.920  0.02
11 F 0.059 1.900 4.550  0.00
12 O -1.080 -0.291 0.190  0.00
13 O 0.324 0.394 -2.047  -0.05
14 C 1.229 -1.012 -4.071  0.01
15 C 0.597 -1.828 2.656  -0.01
16 C 5.063 -0.096 1.073  -0.01
17 C -3.231 0.805 1.721  0.00
18 C -4.178 1.471 2.488  0.00
19 C 2.051 -2.357 -5.867  0.00
20 C -1.666 4.406 1.802  0.01
21 C -5.510 1.468 2.106  0.00
22 C 1.201 -3.395 0.939  -0.02
23 C -0.361 2.533 2.322  0.00
24 C -3.636 0.158 0.569  0.00
25 C 4.616 1.040 3.563  0.00
26 C 5.902 1.001 3.040  -0.01
27 C -2.066 -0.872 -3.071  0.00
28 C 1.253 -2.102 1.455  -0.03
29 C -2.603 0.060 -1.985  0.00
30 C -0.508 2.730 3.677  0.00
31 C -1.843 4.644 3.155  0.00
32 C 3.557 0.512 2.839  0.00
33 C -0.732 0.954 -4.333  0.00
34 C 1.207 -2.105 -3.221  -0.01
35 C 1.603 -3.341 -3.714  0.00
36 C -0.071 -2.833 3.338  0.01
37 C -1.272 3.804 4.101  0.00
38 C 2.022 -3.466 -5.030  0.00
39 C 1.660 -1.118 -5.388  0.00
40 C 6.126 0.429 1.797  0.00
41 C -0.925 3.322 1.339  0.00
42 C -0.106 -4.122 2.820  -0.01
43 C -5.907 0.789 0.960  0.00
44 C -1.758 -0.178 -4.403  0.00
45 C 2.155 1.844 -0.341  -0.07
46 C -4.972 0.122 0.187  0.00
47 C 0.530 -4.402 1.620  0.00
48 C 3.768 -0.065 1.587  -0.02
49 H -3.872 1.984 3.391  0.00
50 H 2.972 -1.468 -0.677  0.01
51 H 0.892 -1.992 -2.192  0.01
52 H -0.561 -2.615 4.278  0.00
53 H -6.246 1.980 2.709  0.00
54 H 2.560 0.553 3.265  0.00
55 H -6.949 0.775 0.669  0.00
56 H -2.674 0.253 -4.816  0.00
57 H 5.248 -0.533 0.098  0.00
58 H -1.112 1.825 -3.794  0.00
59 H 6.727 1.422 3.600  0.00
60 H -1.416 -0.932 -5.113  0.00
61 H 0.509 -5.407 1.217  0.00
62 H 7.127 0.393 1.389  0.00
63 H 1.586 -4.205 -3.064  0.00
64 H -2.193 0.772 2.015  0.00
65 H -3.654 0.308 -2.131  0.00
66 H -2.791 -1.668 -3.251  0.00
67 H -5.288 -0.425 -0.694  0.00
68 H -2.034 0.981 -1.875  0.00
69 H 4.439 1.483 4.535  0.00
70 H 2.386 -2.455 -6.890  0.00
71 H 0.613 -0.829 3.076  -0.01
72 H -0.628 -4.906 3.352  0.00
73 H 2.337 -4.430 -5.405  0.00
74 H 1.711 -3.626 0.009  0.00
75 H -1.162 -1.354 -2.709  0.00
76 H 1.697 -0.247 -6.033  0.00
77 H -0.439 1.293 -5.329  0.00

Properties
Total energy, eV: -182716.9366
Expectation value of S²: 0.8777
Total charge: +1
2S+1: 2
Orbital gap (alpha / beta), eV: 6.79 / 7.03